This record from the Open Molecules 2025 dataset describes 2 unconnected molecules or ions with the total composition C3H5NO. The level of theory is ωB97M-V with the def2-TZVPD basis set.

Structure (ORCA input):
```
! wB97M-V def2-TZVPD RIJCOSX def2/J DEFGRID3
* xyz 0 1
C 0.81 0.40 0.04
C -0.59 0.66 0.61
C -0.01 -0.63 0.67
N -0.80 -1.73 -1.58
O -0.36 -0.92 -2.35
H 0.86 0.47 -1.15
H 1.74 0.72 0.45
H -0.43 1.16 1.61
H -1.45 1.00 0.02
H 0.23 -1.14 1.67
*
```

Output
DFT total energy, eV: -6723.420
LUMO energy (alpha / beta), eV: -0.177 / -0.629
Gap between HOMO and LUMO (alpha / beta), eV: 8.19 / 8.36
Energy above the lowest of the compared OMol25 structures with the same formula, charge and spin, kJ/mol: 593.6

Here are the Mulliken charges for atoms 1 to 4, given in e: number 1, C, carries -0.404; number 2, C, carries -0.328; number 3, C, carries -0.272; number 4, N, carries 0.123

***

This record from the Open Molecules 2025 dataset describes 6 unconnected molecules or ions with the total composition C3H19NO6S2. The level of theory is ωB97M-V with the def2-TZVPD basis set.

Structure (ORCA input):
```
! wB97M-V def2-TZVPD RIJCOSX def2/J DEFGRID3
* xyz 0 1
N 0.75 -1.35 3.00
C 0.08 -1.53 1.70
C -0.90 -0.33 1.39
O -0.35 0.58 0.46
C 1.17 -1.61 0.57
S 0.96 -3.09 -0.47
S 0.39 -2.64 -2.37
H 1.65 -0.90 2.98
H 0.78 -2.18 3.56
H -0.45 -2.48 1.76
H -1.79 -0.70 0.83
H -1.20 0.06 2.38
H -0.72 1.47 0.54
H 2.21 -1.52 0.84
H 0.93 -0.92 -0.23
H -0.95 -2.84 -2.27
O 2.09 1.94 1.11
H 1.44 2.09 0.40
H 1.62 1.15 1.42
O 1.22 2.55 -1.76
H 0.47 2.79 -2.31
H 1.90 2.20 -2.33
O -0.83 3.49 2.38
H -0.40 4.32 2.61
H -1.73 3.81 2.30
O -3.03 0.51 -0.82
H -2.93 1.23 -1.44
H -2.20 0.54 -0.32
O -1.98 3.65 -1.74
H -1.75 3.59 -0.80
H -1.86 2.74 -2.00
*
```

Output
Structure (SMILES): N[C@@H](CO)CSS.O.O.O.O.O
DFT total energy, eV: -38863.553
LUMO energy, eV: -0.042
Gap between HOMO and LUMO, eV: 8.78

Here are the Mulliken charges for atoms 1 to 4, given in e: number 1, N, carries -0.650; number 2, C, carries 0.092; number 3, C, carries -0.697; number 4, O, carries -0.483